Entry 1:
The following is a DFT calculation (ωB97M-V/def2-TZVPD) of a single C3H6N2O2 molecule.

Results
* highest occupied orbital energy: -7.884 eV
* frontier orbital gap: 8.388 eV
* LUMO: 0.5034 eV
* ΔE to the lowest compared entry with this formula, charge and spin: 76.2 kcal per mole
* SMILES: C=C(O)NC(N)=O
* E: -377.83797 Eh

The geometry in ORCA input format:
```
! RIJCOSX wB97M-V def2-TZVPD def2/J DEFGRID3
* xyz 0 1
C 0.842 1.016 -0.601
C 1.137 -0.183 0.046
O 2.201 -0.479 0.821
N 0.074 -0.971 0.168
C -1.116 -0.161 -0.428
N -2.056 0.114 0.564
O -1.429 -0.277 -1.589
H 1.488 1.870 -0.427
H 0.598 0.999 -1.652
H 2.928 0.108 0.580
H 0.110 -1.853 0.668
H -1.784 -0.009 1.526
H -2.994 -0.174 0.324
*
```

***

Entry 2:
The following is a DFT calculation (ωB97M-V/def2-TZVPD) of 2 unconnected molecules or ions with the total composition C29H25N2.

Results
* highest occupied orbital energy: -10.936 eV
* frontier orbital gap: 5.978 eV
* LUMO: -4.9578 eV
* ΔE to the lowest compared entry with this formula, charge and spin: 0.0 kcal per mole
* E: -1229.36579 Eh

The geometry in ORCA input format:
```
! RIJCOSX wB97M-V def2-TZVPD def2/J DEFGRID3
* xyz 1 1
C 2.097 3.697 4.962
C 1.975 2.319 5.186
C 1.305 1.507 4.267
C 0.652 2.080 3.153
C -0.057 1.252 2.169
C 0.451 -0.020 1.828
C -0.136 -0.933 0.969
C 0.285 -2.299 0.790
C -0.528 -3.188 0.039
C -0.162 -4.517 -0.139
C 1.011 -5.010 0.457
C 1.799 -4.160 1.247
C 1.447 -2.820 1.418
C -1.281 1.782 1.574
C -1.595 1.566 0.222
C -2.802 1.993 -0.325
C -3.728 2.669 0.478
C -3.419 2.942 1.819
C -2.200 2.535 2.355
C 0.722 3.484 2.978
C 1.477 4.273 3.845
H 2.664 4.320 5.656
H 2.409 1.867 6.080
H 1.237 0.426 4.419
H 1.374 -0.314 2.336
H -1.069 -0.687 0.475
H -1.468 -2.808 -0.371
H -0.801 -5.178 -0.728
H 1.292 -6.056 0.329
H 2.690 -4.544 1.748
H 2.044 -2.169 2.058
H -0.864 1.064 -0.412
H -3.006 1.786 -1.377
H -4.691 2.971 0.066
H -4.132 3.471 2.454
H -1.955 2.761 3.397
H 0.204 3.943 2.130
H 1.572 5.341 3.647
C -1.428 -2.842 -5.254
C -0.513 -1.798 -4.692
C -0.534 -1.538 -3.313
C 0.359 -0.608 -2.781
C 1.236 0.073 -3.654
C 1.253 -0.136 -5.024
C 0.366 -1.094 -5.534
N 1.917 0.986 -2.855
C 1.466 0.846 -1.574
N 0.530 -0.097 -1.503
H -1.339 -2.889 -6.343
H -1.192 -3.834 -4.846
H -2.474 -2.629 -4.997
H -1.224 -2.038 -2.635
H 1.949 0.445 -5.632
H 0.343 -1.312 -6.602
H 2.622 1.642 -3.180
H 1.850 1.477 -0.779
*
```

***

Entry 3:
The following is a DFT calculation (ωB97M-V/def2-TZVPD) of a molecular structure, C4H12NS2.

Results
* highest occupied orbital energy: -12.421 eV
* frontier orbital gap: 4.881 eV
* LUMO: -7.5395 eV
* ΔE to the lowest compared entry with this formula, charge and spin: 174.7 kcal per mole
* E: -1010.21703 Eh

The geometry in ORCA input format:
```
! RIJCOSX wB97M-V def2-TZVPD def2/J DEFGRID3
* xyz 1 1
N -2.475 -0.102 -1.489
C -1.202 -0.633 -1.781
C -0.481 -1.360 -0.576
S 1.255 -1.393 -0.653
S -1.315 1.240 0.920
C 1.798 1.024 2.239
C 2.779 0.628 1.391
H -0.509 1.847 0.028
H -3.226 -0.721 -1.437
H -2.394 0.603 -0.760
H -0.592 0.180 -2.139
H -1.264 -1.347 -2.593
H -0.771 -2.409 -0.555
H -0.711 -0.832 0.394
H 1.623 2.065 2.370
H 1.308 0.410 2.981
H 3.140 -0.371 1.364
H 3.336 1.335 0.782
H 1.489 0.608 1.061
*
```

***

Entry 4:
The following is a DFT calculation (ωB97M-V/def2-TZVPD) of a single C5H12N2O molecule.

Results
* highest occupied orbital energy: -8.716 eV
* frontier orbital gap: 9.591 eV
* LUMO: 0.8742 eV
* ΔE to the lowest compared entry with this formula, charge and spin: 46.5 kcal per mole
* SMILES: CN[C@H](CN)CC=O
* E: -382.42846 Eh

The geometry in ORCA input format:
```
! RIJCOSX wB97M-V def2-TZVPD def2/J DEFGRID3
* xyz 0 1
C -2.270 0.103 1.265
N -1.583 -0.712 0.289
C -0.254 -0.368 -0.213
C 0.809 -1.310 0.428
N 0.884 -2.656 -0.123
C 0.120 1.098 0.034
C 1.291 1.574 -0.775
O 1.372 2.682 -1.225
H -1.783 0.063 2.239
H -2.413 1.155 1.000
H -3.264 -0.298 1.409
H -2.200 -1.023 -0.444
H -0.249 -0.561 -1.291
H 1.789 -0.855 0.314
H 0.518 -1.384 1.481
H 0.003 -3.146 0.008
H 1.043 -2.623 -1.128
H -0.729 1.721 -0.241
H 0.323 1.257 1.095
H 2.118 0.855 -0.976
*
```

***

Entry 5:
The following is a DFT calculation (ωB97M-V/def2-TZVPD) of a molecular structure, C6H15N.

Results
* highest occupied orbital energy (spin up / spin down): -14.949 / -15.646 eV
* frontier orbital gap (spin up / spin down): 8.874 / 8.709 eV
* LUMO (spin up / spin down): -6.0750 / -6.9374 eV
* ΔE to the lowest compared entry with this formula, charge and spin: 92.6 kcal per mole
* E: -291.91463 Eh

The geometry in ORCA input format:
```
! RIJCOSX wB97M-V def2-TZVPD def2/J DEFGRID3
* xyz 1 2
C 0.354 2.400 0.342
N -0.103 1.120 0.870
C 0.558 0.033 0.453
C -0.380 -1.250 0.558
C -1.062 -1.533 -0.779
C -2.017 -0.385 -1.109
C 1.955 -0.317 1.090
H -0.337 3.120 0.758
H 0.568 2.504 -0.744
H 1.352 2.588 0.822
H 0.783 0.098 -0.803
H 1.237 0.225 -1.473
H 0.254 -2.086 0.832
H -1.111 -1.048 1.357
H -0.318 -1.614 -1.582
H -1.688 -2.428 -0.707
H -2.836 -0.571 -1.803
H -1.480 0.501 -1.449
H -2.618 -0.114 -0.214
H 2.818 0.179 0.617
H 2.077 -1.359 0.814
H 1.991 -0.062 2.150
*
```

***

Entry 6:
The following is a DFT calculation (ωB97M-V/def2-TZVPD) of a single C4H5NO molecule.

Results
* highest occupied orbital energy: -10.177 eV
* frontier orbital gap: 10.963 eV
* LUMO: 0.7859 eV
* ΔE to the lowest compared entry with this formula, charge and spin: 52.5 kcal per mole
* SMILES: N#CCCC=O
* E: -285.33086 Eh

The geometry in ORCA input format:
```
! RIJCOSX wB97M-V def2-TZVPD def2/J DEFGRID3
* xyz 0 1
N -1.915 -0.803 0.222
C -0.807 -0.998 0.515
C 0.496 -0.431 0.936
C 0.451 0.787 -0.022
C -0.290 0.165 -1.221
O 0.054 -0.955 -1.555
H 0.346 -0.188 1.989
H 1.393 -1.043 0.818
H -0.050 1.633 0.459
H 1.420 1.126 -0.399
H -1.097 0.706 -1.742
*
```

***

Entry 7:
The following is a DFT calculation (ωB97M-V/def2-TZVPD) of a molecular structure, C33H30FLuN4O5.

Results
* highest occupied orbital energy: -7.678 eV
* frontier orbital gap: 7.219 eV
* LUMO: -0.4585 eV
* ΔE to the lowest compared entry with this formula, charge and spin: 0.0 kcal per mole
* E: -3206.29042 Eh

The geometry in ORCA input format:
```
! RIJCOSX wB97M-V def2-TZVPD def2/J DEFGRID3
* xyz 0 1
Lu -0.017 -0.317 -0.816
C 0.826 -2.780 2.965
C -0.641 -2.455 2.686
C -1.056 -2.912 1.289
C -1.051 -1.015 2.973
C -2.073 -0.819 3.897
C -2.547 0.447 4.196
C -1.983 1.543 3.569
C -0.955 1.389 2.643
C -0.401 2.614 1.939
C -0.128 3.780 2.888
C -1.345 3.048 0.815
C -0.497 0.104 2.335
N 0.514 -0.066 1.334
C 1.813 0.144 1.776
C 2.215 0.548 3.054
C 3.562 0.706 3.369
C 4.560 0.467 2.436
C 4.195 0.051 1.157
C 2.860 -0.092 0.890
F 2.476 -0.527 -0.365
H 0.976 -3.863 2.958
H 1.140 -2.402 3.939
H 1.488 -2.345 2.214
H -1.234 -3.057 3.381
H -0.486 -2.336 0.554
H -2.107 -2.723 1.084
H -0.831 -3.971 1.134
H -2.516 -1.685 4.378
H -3.355 0.575 4.905
H -2.357 2.534 3.794
H 0.558 2.330 1.500
H -1.052 4.184 3.307
H 0.367 4.596 2.356
H 0.514 3.476 3.716
H -2.322 3.314 1.225
H -1.531 2.246 0.094
H -0.955 3.919 0.281
H 1.455 0.732 3.804
H 3.831 1.020 4.370
H 5.603 0.597 2.689
H 4.923 -0.163 0.386
N 1.424 -0.306 -4.092
C 1.248 0.968 -3.557
C 1.175 2.031 -4.463
C 1.011 3.306 -3.984
C 0.939 3.528 -2.609
C 1.042 2.431 -1.796
N 1.191 1.171 -2.247
C 1.174 -1.598 -3.640
C 1.161 -2.600 -4.620
C 0.947 -3.903 -4.248
C 0.774 -4.216 -2.900
C 0.822 -3.180 -2.008
N 0.998 -1.887 -2.354
H 1.469 -0.275 -5.097
H 1.214 1.837 -5.527
H 0.929 4.133 -4.678
H 0.807 4.513 -2.188
H 1.003 2.542 -0.715
H 1.297 -2.335 -5.660
H 0.913 -4.678 -5.003
H 0.613 -5.227 -2.557
H 0.707 -3.372 -0.947
O -5.877 -0.554 -3.097
C -4.759 -0.484 -2.680
C -4.325 -0.511 -1.196
O -5.046 -0.704 -0.249
C -2.870 -0.366 -1.248
C -2.399 -0.222 -2.527
O -1.121 -0.097 -2.728
C -3.485 -0.239 -3.515
O -3.415 -0.165 -4.718
O -2.001 -0.375 -0.253
*
```

***

Entry 8:
The following is a DFT calculation (ωB97M-V/def2-TZVPD) of a single C6H6N2 molecule.

Results
* highest occupied orbital energy: -9.438 eV
* frontier orbital gap: 9.768 eV
* LUMO: 0.3298 eV
* ΔE to the lowest compared entry with this formula, charge and spin: 66.9 kcal per mole
* SMILES: C1=C\C=N/N=C\C=C/1
* E: -341.61602 Eh

The geometry in ORCA input format:
```
! RIJCOSX wB97M-V def2-TZVPD def2/J DEFGRID3
* xyz 0 1
C 1.243 0.695 0.324
C 0.145 1.468 0.401
C -1.017 1.286 -0.472
N -1.916 0.325 -0.586
N -1.907 -0.561 0.472
C -0.884 -1.319 0.459
C 0.264 -1.426 -0.352
C 1.308 -0.590 -0.441
H 2.162 0.924 0.842
H 0.088 2.435 1.046
H -1.273 2.074 -1.197
H -0.881 -2.025 1.385
H 0.430 -2.440 -0.872
H 2.239 -0.845 -1.009
*
```

***

Entry 9:
The following is a DFT calculation (ωB97M-V/def2-TZVPD) of a molecular structure, C8H11HgNPS.

Results
* highest occupied orbital energy (spin up / spin down): -0.096 / -0.096 eV
* frontier orbital gap (spin up / spin down): 2.683 / 2.682 eV
* LUMO (spin up / spin down): 2.5867 / 2.5869 eV
* ΔE to the lowest compared entry with this formula, charge and spin: 0.0 kcal per mole
* E: -1258.94731 Eh

The geometry in ORCA input format:
```
! RIJCOSX wB97M-V def2-TZVPD def2/J DEFGRID3
* xyz -1 1
C -1.030 2.177 -1.075
C -0.711 1.720 -2.404
C 0.729 1.588 -2.476
C 1.232 1.784 -1.119
C 0.113 2.264 -0.330
Hg 0.218 -0.189 -1.452
P -1.457 -1.939 -1.015
H -2.027 2.552 -0.807
H -1.415 1.653 -3.233
H 1.338 1.446 -3.358
H 0.189 2.691 0.679
H 2.274 1.973 -0.826
H -1.122 -3.298 -0.944
H -2.543 -1.992 -1.912
H -2.231 -1.755 0.177
S 2.278 -1.307 3.167
C 0.660 -1.827 3.546
C -0.180 -1.535 2.479
N 0.405 -0.890 1.393
C 1.702 -0.725 1.621
H 0.389 -2.302 4.491
H -1.237 -1.795 2.473
H 2.426 -0.295 0.926
*
```

***

Entry 10:
The following is a DFT calculation (ωB97M-V/def2-TZVPD) of a molecular structure, C37H57B2ClF4HgN9S3Se.

Results
* highest occupied orbital energy (spin up / spin down): -2.026 / -2.162 eV
* frontier orbital gap (spin up / spin down): 5.836 / 5.175 eV
* LUMO (spin up / spin down): 3.8104 / 3.0128 eV
* ΔE to the lowest compared entry with this formula, charge and spin: 37.0 kcal per mole
* E: -6596.16282 Eh

The geometry in ORCA input format:
```
! RIJCOSX wB97M-V def2-TZVPD def2/J DEFGRID3
* xyz -2 2
Hg 1.484 0.740 -1.505
C 5.361 1.321 -0.483
C 6.142 0.241 0.262
C 7.464 -0.050 -0.457
C 6.397 0.774 1.677
N 5.418 -1.029 0.360
C 5.624 -1.914 1.388
C 4.789 -2.954 1.205
N 4.047 -2.744 0.073
B 2.780 -3.685 -0.007
N 2.141 -3.557 1.391
C 1.788 -4.624 2.165
C 1.203 -4.171 3.292
N 1.178 -2.795 3.226
C 1.768 -2.433 2.044
S 2.123 -0.862 1.577
C 0.605 -1.893 4.227
C -0.155 -2.700 5.288
C -0.393 -0.944 3.561
C 1.739 -1.118 4.907
N 1.749 -3.386 -1.100
C 2.088 -3.111 -2.401
C 0.966 -2.840 -3.100
N -0.100 -2.996 -2.245
C 0.396 -3.349 -1.024
S -0.545 -3.851 0.272
C -1.510 -2.830 -2.590
C -2.102 -1.764 -1.669
C -2.224 -4.183 -2.454
C -1.665 -2.351 -4.031
C 4.473 -1.576 -0.465
S 4.168 -1.022 -2.020
H 5.855 2.282 -0.360
H 4.350 1.403 -0.089
H 5.296 1.105 -1.543
H 8.052 0.859 -0.561
H 7.250 -0.447 -1.446
H 8.046 -0.787 0.096
H 6.778 1.788 1.605
H 7.126 0.181 2.225
H 5.463 0.798 2.233
H 6.342 -1.753 2.162
H 4.645 -3.827 1.810
H 3.192 -4.806 -0.134
H 1.960 -5.628 1.836
H 0.800 -4.728 4.112
H -0.933 -3.302 4.824
H -0.627 -2.007 5.981
H 0.507 -3.347 5.862
H -1.106 -1.523 2.979
H 0.106 -0.247 2.894
H -0.924 -0.375 4.320
H 2.433 -1.808 5.387
H 1.335 -0.445 5.659
H 2.274 -0.535 4.163
H 3.105 -3.133 -2.729
H 0.864 -2.512 -4.112
H -2.084 -2.096 -0.634
H -3.123 -1.528 -1.964
H -1.487 -0.870 -1.762
H -2.178 -4.525 -1.424
H -1.743 -4.923 -3.095
H -3.265 -4.084 -2.754
H -1.220 -1.366 -4.160
H -2.730 -2.288 -4.252
H -1.212 -3.047 -4.734
N 1.448 2.999 1.346
C 0.700 2.339 1.936
H 2.032 3.603 0.805
Cl 0.058 0.610 -4.086
C -4.003 3.351 2.158
C -3.598 2.132 2.978
C -4.444 0.886 2.688
C -3.886 -0.002 1.573
N -3.902 0.631 0.286
C -2.798 1.162 -0.329
Se -1.160 1.294 0.429
N -3.196 1.681 -1.521
C -2.347 2.333 -2.483
C -2.394 3.853 -2.317
C -2.029 4.579 -3.608
C -0.600 4.305 -4.056
C -4.547 1.510 -1.657
C -5.427 1.877 -2.663
C -6.768 1.563 -2.488
C -7.212 0.885 -1.361
C -6.335 0.499 -0.356
C -4.999 0.833 -0.506
H -3.385 4.202 2.434
H -5.049 3.612 2.328
H -3.859 3.173 1.095
H -3.689 2.380 4.039
H -2.547 1.909 2.779
H -5.464 1.186 2.434
H -4.496 0.269 3.588
H -4.465 -0.929 1.511
H -2.843 -0.251 1.791
H -2.681 2.040 -3.482
H -1.327 1.963 -2.359
H -1.706 4.151 -1.524
H -3.408 4.147 -2.018
H -2.157 5.652 -3.443
H -2.729 4.276 -4.397
H 0.110 4.617 -3.293
H -0.385 4.861 -4.969
H -0.445 3.247 -4.253
H -5.081 2.391 -3.547
H -7.480 1.848 -3.251
H -8.263 0.651 -1.263
H -6.684 -0.043 0.509
F 1.535 6.240 -1.165
B 2.617 5.381 -1.061
F 3.027 5.315 0.279
F 3.666 5.864 -1.827
F 2.253 4.099 -1.459
*
```

***

Repeat the fifth record exactly.
The following is a DFT calculation (ωB97M-V/def2-TZVPD) of a molecular structure, C6H15N.

Results
* highest occupied orbital energy (spin up / spin down): -14.949 / -15.646 eV
* frontier orbital gap (spin up / spin down): 8.874 / 8.709 eV
* LUMO (spin up / spin down): -6.0750 / -6.9374 eV
* ΔE to the lowest compared entry with this formula, charge and spin: 92.6 kcal per mole
* E: -291.91463 Eh

The geometry in ORCA input format:
```
! RIJCOSX wB97M-V def2-TZVPD def2/J DEFGRID3
* xyz 1 2
C 0.354 2.400 0.342
N -0.103 1.120 0.870
C 0.558 0.033 0.453
C -0.380 -1.250 0.558
C -1.062 -1.533 -0.779
C -2.017 -0.385 -1.109
C 1.955 -0.317 1.090
H -0.337 3.120 0.758
H 0.568 2.504 -0.744
H 1.352 2.588 0.822
H 0.783 0.098 -0.803
H 1.237 0.225 -1.473
H 0.254 -2.086 0.832
H -1.111 -1.048 1.357
H -0.318 -1.614 -1.582
H -1.688 -2.428 -0.707
H -2.836 -0.571 -1.803
H -1.480 0.501 -1.449
H -2.618 -0.114 -0.214
H 2.818 0.179 0.617
H 2.077 -1.359 0.814
H 1.991 -0.062 2.150
*
```